(1)
The following is a DFT calculation (wB97M-V/def2-TZVPD) of 2 unconnected molecules or ions with the total composition C3H10S2.

Output
Spin multiplicity = 1
Kohn-Sham gap = 0.3491 Eh
Relative energy (zero: lowest compared OMol25 entry of this formula, charge and spin) = 0.644 eV
LUMO level = 0.89 eV
F_max = 1.3 eV/A
Molar mass = 110.2 g mol⁻¹
SMILES = CSC.CS

XYZ file:
```
15
Properties=species:S:1:pos:R:3:mulliken_charge:R:1
H 1.6344 0.1975 -0.3141 0.24
C 1.2837 3.2709 0.2290 -0.81
H -0.2088 -1.3039 0.8822 0.16
H 2.4580 1.3787 -1.3863 0.34
H -1.8245 -1.2325 1.6688 0.34
S -1.1213 -3.4357 0.6174 -0.20
H 1.1154 0.3633 -1.9739 0.28
H -1.3524 -3.7384 1.8897 0.11
H -1.6676 -1.2313 -0.0676 0.21
C 1.5116 0.9188 -1.1226 -0.82
H 1.2921 2.8647 1.2355 0.26
S 0.2615 2.1724 -0.7546 -0.06
C -1.2431 -1.6343 0.8505 -0.62
H 0.9952 4.3212 0.1965 0.33
H 2.2890 3.3353 -0.1922 0.24
```

=====

(2)
The following is a DFT calculation (wB97M-V/def2-TZVPD) of a single C3H10SSi molecule.

Output
Spin multiplicity = 1
Kohn-Sham gap = 0.3629 Eh
Relative energy (zero: lowest compared OMol25 entry of this formula, charge and spin) = 0.114 eV
LUMO level = 0.92 eV
F_max = 4.9 eV/A
Molar mass = 106.3 g mol⁻¹
SMILES = C[SiH2][C@@H](C)S

XYZ file:
```
15
Properties=species:S:1:pos:R:3:mulliken_charge:R:1
H -1.7489 0.6287 0.2975 0.30
H -0.3722 -2.0609 0.8952 -0.09
H -2.6195 -0.9589 -0.0418 0.29
H 0.0559 -1.9723 -1.5566 -0.11
H 0.5957 1.0270 1.8490 0.34
C 0.6522 1.3006 0.8590 -1.22
C -1.9383 -0.1794 -0.3949 -1.00
H -0.3223 1.9104 0.5406 0.29
H 0.7125 0.7347 -1.2169 0.18
H -2.2113 0.3474 -1.2888 0.34
C 0.8559 0.2385 -0.2526 0.08
H 2.5977 -1.5608 0.1943 0.11
S 2.6393 -0.2926 -0.3095 -0.23
H 1.4768 2.0419 0.7760 0.38
Si -0.3733 -1.2044 -0.3505 0.35
```

=====

(3)
The following is a DFT calculation (wB97M-V/def2-TZVPD) of 2 unconnected molecules or ions with the total composition C3H10SSi.

Output
Spin multiplicity = 1
Kohn-Sham gap (alpha / beta) = 0.2604 / 0.2421 Eh
Relative energy (zero: lowest compared OMol25 entry of this formula, charge and spin) = 3.449 eV
LUMO level (alpha / beta) = -1.21 / -1.47 eV
F_max = 5.3 eV/A
Molar mass = 106.3 g mol⁻¹

XYZ file:
```
15
Properties=species:S:1:pos:R:3:mulliken_charge:R:1
H -0.3640 -2.3204 -0.3785 0.45
H -1.0694 1.5964 -3.6204 -0.05
S -1.9085 0.0308 -0.1207 -0.31
C 0.1772 -1.6566 0.1089 -1.08
H 0.8256 0.4928 1.6481 0.27
H 0.3124 -0.5170 -2.7818 -0.04
H -1.5696 -1.6582 1.2423 0.25
Si -0.1225 0.8117 -2.8027 0.48
C -0.1629 0.1263 1.9545 -1.12
H 0.9607 -2.2521 0.6588 0.30
H 0.6410 -0.8890 -0.6745 -0.02
H 1.1745 1.4159 -2.7245 -0.08
H -0.9028 0.9060 1.9221 0.38
H -0.1346 -0.2699 2.9747 0.31
C -0.7713 -0.9050 0.9531 0.26
```

=====

Q: spin multiplicity of number 2 (C3H10SSi)?
A: 1

=====

Q: The highest relative energy (zero: lowest compared OMol25 entry of this formula, charge and spin) belongs to which entry?
A: number 3

=====

Q: Which value of F_max does entry 1 give?
A: 1.3 eV/A